This record from the Open Molecules 2025 dataset describes a structure of composition C33H81FeO19S in a non-equilibrium geometry. The level of theory is the ωB97M-V functional and the def2-TZVPD basis.

E (Eh): -4396.73892
Multiplicity: 5
Net charge: +1

Positions of all 135 atoms, in Å:
Fe (1.2557, 0.8426, -3.9377)
C (-0.6300, 1.2164, -0.7325)
C (0.8292, 0.7290, -0.8312)
C (1.1130, -0.7539, -0.6165)
O (1.0803, 0.8202, -2.1915)
H (-1.2896, 1.2331, 0.1224)
H (-1.0905, 0.5613, -1.4675)
H (-0.5589, 2.2276, -1.1402)
H (1.5222, 1.3676, -0.2880)
H (1.0378, -1.2789, 0.3338)
H (2.1099, -0.9043, -1.0399)
H (0.4236, -1.2502, -1.3149)
C (1.5820, -4.8685, 3.5347)
O (2.1968, -5.2254, 2.3542)
C (2.3723, -4.3065, 1.3290)
C (3.5262, -3.3887, 1.6258)
O (3.0736, -2.3767, 2.4246)
C (4.0903, -1.4639, 2.7937)
H (2.3123, -4.4870, 4.2430)
H (1.0287, -5.7467, 3.8839)
H (0.9309, -3.9883, 3.4238)
H (1.4896, -3.6494, 1.1843)
H (2.6932, -4.8874, 0.4740)
H (3.8581, -2.9814, 0.6765)
H (4.3224, -3.9676, 2.0876)
H (4.4451, -0.9831, 1.8695)
H (4.9960, -1.9323, 3.1723)
H (3.5891, -0.7433, 3.4313)
C (2.6407, -1.7910, -4.6027)
O (1.7661, -0.7255, -5.0387)
C (0.8083, -1.0459, -6.1279)
C (-0.5185, -0.6778, -5.5548)
O (-0.4851, 0.6657, -5.1336)
C (-1.5584, 1.1451, -4.2849)
H (3.1173, -1.2983, -3.7819)
H (3.3615, -1.8606, -5.3999)
H (2.0374, -2.6162, -4.2473)
H (0.7821, -2.1281, -6.1878)
H (1.1831, -0.5295, -6.9955)
H (-0.5975, -1.2514, -4.6352)
H (-1.2921, -0.7617, -6.2865)
H (-2.4220, 1.3104, -4.9195)
H (-1.3339, 2.1471, -3.9407)
H (-1.6214, 0.3869, -3.4939)
C (-2.8557, 4.0840, -6.0907)
O (-3.7140, 3.1792, -5.4251)
C (-4.7033, 3.8060, -4.5674)
C (-4.1253, 3.8574, -3.1720)
O (-3.2397, 4.9601, -3.0914)
C (-2.6042, 5.1866, -1.8890)
H (-3.2231, 4.4148, -7.0698)
H (-2.0543, 3.4322, -6.4078)
H (-2.5087, 5.0177, -5.6192)
H (-5.6309, 3.2117, -4.5550)
H (-4.9636, 4.7887, -4.9304)
H (-3.6049, 2.8842, -3.0792)
H (-4.9421, 3.8990, -2.4666)
H (-1.7945, 5.8862, -2.0109)
H (-2.1741, 4.2517, -1.4864)
H (-3.2752, 5.5453, -1.0987)
C (4.3633, 2.2804, -0.1530)
O (5.3518, 3.1218, 0.3978)
C (5.3678, 4.3703, -0.1752)
C (6.4113, 5.1963, 0.4799)
O (5.9688, 5.5662, 1.7436)
C (6.9349, 6.2782, 2.4666)
H (4.6138, 1.8311, -1.1134)
H (3.4971, 2.9361, -0.2539)
H (4.1445, 1.5571, 0.6109)
H (4.3746, 4.8401, -0.0967)
H (5.6342, 4.3284, -1.2299)
H (6.4436, 6.0640, -0.1740)
H (7.3251, 4.6054, 0.5326)
H (6.4748, 6.5770, 3.4098)
H (7.1776, 7.1597, 1.8685)
H (7.8602, 5.7140, 2.5461)
C (0.8321, 0.7009, 3.3628)
O (0.4522, 1.4609, 4.4525)
C (-0.4417, 0.7229, 5.3471)
C (-0.4626, 1.4638, 6.6300)
O (-1.3491, 2.4931, 6.3961)
C (-1.6953, 3.1530, 7.6143)
H (1.1688, -0.3306, 3.5381)
H (1.6230, 1.2696, 2.8942)
H (-0.0390, 0.6247, 2.6975)
H (-0.0597, -0.2998, 5.3491)
H (-1.4540, 0.7975, 4.9446)
H (0.5159, 1.8144, 6.9484)
H (-0.9039, 0.7944, 7.3836)
H (-2.3334, 3.9718, 7.3258)
H (-0.8107, 3.5267, 8.1545)
H (-2.1994, 2.4107, 8.2392)
C (-2.7680, -0.9036, 2.1674)
O (-2.8036, -2.2912, 2.0285)
C (-1.5986, -2.8770, 1.7291)
C (-1.7363, -4.3270, 1.7981)
O (-2.5348, -4.6596, 0.6852)
C (-3.0849, -5.9212, 0.8812)
H (-1.9765, -0.5487, 2.8622)
H (-3.7470, -0.5628, 2.4671)
H (-2.4481, -0.4764, 1.1991)
H (-0.7797, -2.5986, 2.3997)
H (-1.2329, -2.5988, 0.7280)
H (-2.2431, -4.5866, 2.7321)
H (-0.7771, -4.8570, 1.7726)
H (-3.6018, -6.1467, -0.0392)
H (-3.7168, -5.9301, 1.7596)
H (-2.2939, -6.6882, 1.0814)
C (-2.3955, -3.3976, -2.7098)
O (-1.7576, -4.6091, -2.4047)
C (-0.4541, -4.4492, -1.9693)
C (-0.0358, -5.7864, -1.3182)
O (0.1473, -6.6895, -2.3624)
C (-0.9409, -7.5885, -2.4786)
H (-2.2750, -2.7099, -1.8763)
H (-3.4272, -3.5800, -2.9820)
H (-1.9005, -2.8763, -3.5342)
H (-0.3766, -3.6418, -1.2454)
H (0.2752, -4.2787, -2.7547)
H (-0.8016, -6.1331, -0.6302)
H (0.9203, -5.5594, -0.8471)
H (-1.1357, -8.1862, -1.5788)
H (-0.5350, -8.2636, -3.2278)
H (-1.8093, -7.0713, -2.8877)
C (-2.3957, 3.0167, 3.2213)
C (-2.2256, 3.8744, 1.8923)
O (-3.0961, 3.1937, 0.9555)
S (-4.3271, 2.5628, 1.7110)
O (-4.8064, 1.4053, 0.9549)
O (-5.2039, 3.6272, 2.1067)
O (-3.5305, 2.1562, 2.9301)
H (-2.6517, 3.6730, 4.0501)
H (-1.6108, 2.3023, 3.3938)
H (-1.2706, 3.9017, 1.3764)
H (-2.5865, 4.8926, 2.0111)